# C6H13N3O5Pd

A structure of composition C6H13N3O5Pd (ωB97M-V/def2-TZVPD, OMol25).

The geometry in XYZ format:
```
28
Properties=species:S:1:pos:R:3:forces:R:3
Pd 1.009626 0.715871 -0.770409 0.030 0.004 -0.033
O -1.850514 2.148057 -0.109842 -0.039 -0.034 -0.068
C -2.746703 1.063365 -0.099678 0.010 -0.017 0.015
C -2.193058 -0.144379 0.644518 -0.025 0.038 -0.008
N -1.048001 -0.719756 -0.010953 0.036 -0.013 -0.006
C -1.315055 -1.261369 -1.327334 0.009 0.028 -0.013
C -1.155325 -0.320443 -2.571373 -0.044 -0.029 0.002
O -1.913197 -0.599999 -3.521002 0.009 -0.007 -0.019
O -0.273718 0.581867 -2.559227 -0.005 -0.020 0.081
C -0.204742 -1.491742 0.878582 0.015 0.013 0.031
C 0.724035 -0.679924 1.835825 0.024 -0.042 0.025
O 0.721800 -1.038372 3.026190 0.001 0.005 0.016
O 1.462561 0.220134 1.332161 -0.079 0.006 -0.075
H -0.998148 1.803913 -0.468635 0.081 0.098 0.091
H -3.655487 1.402964 0.410620 -0.006 -0.018 0.003
H -3.032069 0.771431 -1.119607 0.003 0.006 -0.001
H -1.889770 0.179348 1.643517 0.011 -0.013 0.001
H -3.010549 -0.891014 0.765307 -0.006 0.000 -0.010
H -0.614885 -2.079475 -1.513594 0.011 0.006 -0.001
H -2.329768 -1.684939 -1.389065 -0.003 0.007 -0.003
H -0.792895 -2.175686 1.513291 0.000 0.006 -0.004
H 0.472658 -2.089734 0.265332 0.002 0.000 -0.005
N 4.371022 0.957981 1.240892 -0.022 -0.038 -0.013
N 4.357413 1.162749 -0.190833 0.022 0.084 0.021
H 3.438373 0.658576 1.537013 -0.001 -0.001 -0.012
H 4.525207 1.870777 1.650713 -0.023 0.003 -0.014
H 3.398161 1.384594 -0.491310 0.001 -0.073 -0.015
H 4.543021 0.255200 -0.601108 -0.011 -0.001 0.013
```
Positions in Å, forces in eV/Å.

Properties
HOMO energy, eV: 0.66
HOMO-LUMO gap, hartree: 0.19641
Total charge: -2
Calculated total energy, eV: -24619.883
Energy above the lowest of the compared OMol25 structures with the same formula, charge and spin, kcal per mole: 0.0
Max |F|, eV/A: 0.16

---

# C2H7OS

A cluster of 2 separate species, C2H7OS in total at a distorted geometry (ωB97M-V/def2-TZVPD, OMol25).

The geometry in XYZ format:
```
11
Properties=species:S:1:pos:R:3:forces:R:3
C -1.064299 1.118232 -0.631776 0.430 0.394 -1.716
C -1.154350 0.179331 0.617284 -0.636 -0.274 -2.404
S -0.288955 -1.459931 0.040113 -0.730 1.320 1.172
H -1.917495 0.795272 -1.276625 0.555 0.568 0.264
H -0.190700 1.100766 -1.375922 -0.644 -0.710 1.543
H -1.126161 2.205293 -0.457233 -0.543 -0.109 0.449
H -2.304610 0.099507 0.581822 1.652 -0.517 1.081
H -0.825002 0.691174 1.541379 0.077 -0.635 -0.383
H 2.593874 -0.915135 0.040769 -1.202 -0.081 0.027
H 2.955937 -2.325150 0.667335 0.112 1.926 -0.910
O 3.321761 -1.489360 0.252853 0.929 -1.880 0.877
```
Positions in Å, forces in eV/Å.

Properties
HOMO energy, eV: -2.53
HOMO-LUMO gap, hartree: 0.25135
Total charge: -1
Calculated total energy, eV: -15070.405
Energy above the lowest of the compared OMol25 structures with the same formula, charge and spin, kcal per mole: 23.1
Max |F|, eV/A: 2.50

---

# C3H9N3S

An isolated molecule of C3H9N3S at a distorted geometry (ωB97M-V/def2-TZVPD, OMol25).

The geometry in XYZ format:
```
16
Properties=species:S:1:pos:R:3:forces:R:3
C -0.746148 1.911248 -0.728932 0.356 0.337 0.545
C -0.716330 0.595620 -0.097708 -0.599 -2.241 0.638
N -1.777336 -0.144176 -0.050444 1.050 0.842 -0.411
N -1.633319 -1.410040 0.506454 1.013 0.964 -0.249
N 0.496658 0.070895 0.449994 0.438 0.286 -0.106
C 1.439699 1.063529 1.014536 0.239 -1.380 0.495
S 1.305879 -1.028994 -0.620839 0.895 0.996 -0.378
H -1.732279 2.064245 -1.048622 -1.409 0.401 -0.547
H -0.093345 1.975387 -1.578509 0.541 0.019 -0.395
H -0.499003 2.680023 -0.008012 0.190 0.352 0.041
H -2.555711 -1.708596 0.702898 -0.653 -0.528 0.605
H -0.983309 -1.365797 1.302797 -0.463 -0.312 -0.208
H 1.874185 1.767765 0.297929 -0.071 -0.105 -0.065
H 0.832500 1.587559 1.743402 0.317 0.377 0.285
H 2.271775 0.486515 1.529106 -1.038 0.815 -0.580
H 0.525780 -2.062329 -0.476962 -0.807 -0.821 0.332
```
Positions in Å, forces in eV/Å.

Properties
HOMO energy, eV: -8.49
HOMO-LUMO gap, hartree: 0.34478
Total charge: 0
Calculated total energy, eV: -18560.730
Structure (SMILES): C/C(=N/N)N(C)S
Energy above the lowest of the compared OMol25 structures with the same formula, charge and spin, kcal per mole: 45.0
Max |F|, eV/A: 2.41